# 1
{
  "formula": "C25H29Br2O6",
  "method": "wB97M-V/def2-TZVPD",
  "homo_energy_ha": -0.1285,
  "e_lumo_ev": 2.372,
  "charge": -1,
  "molar_mass_g_mol": 585.31,
  "species": ["C", "C", "C", "C", "C", "C", "O", "O", "C", "C", "C", "O", "O", "C", "C", "H", "H", "H", "H", "H", "H", "H", "H", "H", "H", "H", "H", "H", "H", "H", "H", "H", "H", "H", "C", "O", "C", "C", "C", "C", "C", "C", "C", "C", "Br", "C", "O", "C", "Br", "C", "C", "C", "H", "H", "H", "H", "H", "H", "H", "H", "H", "H"],
  "coordinates": [[4.0522, -1.8133, -3.5572], [3.0201, -0.9677, -2.8199], [1.6928, -0.9391, -3.5491], [0.6764, 0.0052, -2.9153], [0.2282, -0.3219, -1.5251], [-0.0873, 0.8383, -0.8281], [-0.1543, 0.9860, 0.4677], [-0.0825, 1.9678, -1.4848], [-0.2616, 3.2034, -0.7023], [-0.0939, 4.2839, -1.7296], [-0.5132, -1.5780, -1.4296], [-1.0103, -2.1214, -0.4320], [-0.6068, -2.2061, -2.6109], [-1.2309, -3.5146, -2.5075], [-1.2589, -4.1020, -3.8916], [4.9960, -1.8048, -3.0104], [3.7146, -2.8495, -3.6497], [4.2319, -1.4173, -4.5612], [2.8622, -1.3497, -1.8031], [3.3855, 0.0619, -2.7161], [1.8395, -0.6005, -4.5850], [1.2575, -1.9424, -3.5978], [1.0916, 1.0131, -2.8821], [-0.2200, 0.0415, -3.5531], [-1.2695, 3.1989, -0.2670], [0.5099, 3.2667, 0.0758], [-0.2824, 5.2553, -1.2701], [0.9267, 4.2889, -2.1230], [-0.7879, 4.1537, -2.5642], [-0.6405, -4.1389, -1.8231], [-2.2466, -3.3921, -2.1101], [-1.7264, -5.0872, -3.8339], [-1.8501, -3.4864, -4.5776], [-0.2511, -4.2303, -4.3016], [-4.6316, 3.0590, 4.0319], [-4.7698, 1.8957, 3.1829], [-3.7145, 1.0489, 3.0666], [-2.5566, 1.1330, 3.8737], [-1.3714, 0.5847, 3.4027], [-1.3356, -0.0439, 2.1510], [-0.0695, -0.1944, 1.3396], [1.2289, -0.1702, 2.0787], [1.9901, -1.3585, 2.1830], [3.1061, -1.4310, 2.9827], [4.0632, -3.0388, 3.1801], [3.5686, -0.2558, 3.7716], [4.5151, -0.3098, 4.5660], [2.7769, 0.9837, 3.5491], [3.2914, 2.5322, 4.5012], [1.6715, 0.9922, 2.7340], [-2.5346, -0.3188, 1.4948], [-3.7338, 0.1516, 1.9702], [-5.5052, 3.6658, 3.7907], [-4.6537, 2.7606, 5.0896], [-3.7081, 3.6198, 3.8191], [-2.5571, 1.7121, 4.7988], [-0.4642, 0.6849, 3.9962], [-0.1123, -1.1398, 0.8077], [1.6471, -2.2373, 1.6348], [1.1096, 1.9208, 2.6463], [-2.4974, -0.9171, 0.5884], [-4.6638, -0.0310, 1.4373]]
}

=====

# 2
{
  "formula": "C25H29BrCoN4O2Si",
  "method": "wB97M-V/def2-TZVPD",
  "homo_energy_ha": [-0.3916, -0.3916],
  "e_lumo_ev": [-4.242, -4.239],
  "charge": 1,
  "relative_energy_ev": 0.986,
  "molar_mass_g_mol": 584.46,
  "species": ["Co", "O", "C", "C", "C", "C", "C", "C", "C", "O", "N", "N", "C", "C", "Br", "C", "C", "C", "C", "C", "C", "C", "H", "H", "H", "H", "H", "H", "H", "H", "H", "H", "H", "H", "H", "H", "C", "C", "C", "C", "C", "C", "N", "N", "Si", "C", "C", "C", "H", "H", "H", "H", "H", "H", "H", "H", "H", "H", "H", "H", "H", "H", "H"],
  "coordinates": [[0.1000, -0.0368, 0.2832], [3.1791, 1.1627, -2.6017], [2.6196, 0.4286, -3.6050], [3.3769, 0.1675, -4.7364], [2.8376, -0.5841, -5.7673], [1.5489, -1.0905, -5.6732], [0.7887, -0.8180, -4.5463], [1.3057, -0.0417, -3.5165], [0.5101, 0.3786, -2.3100], [1.1893, -0.0181, -1.1366], [-0.8348, -0.2177, -2.3023], [-1.3906, 0.0737, -1.0333], [-2.3425, -0.7020, -0.6400], [-2.8900, -0.5922, 0.6983], [-1.7660, 0.3899, 1.9105], [-4.0018, -1.1804, 1.1532], [-4.9763, -1.9025, 0.3349], [-5.3443, -1.4659, -0.9407], [-6.2615, -2.1876, -1.6869], [-6.8202, -3.3461, -1.1666], [-6.4817, -3.7714, 0.1122], [-5.5778, -3.0462, 0.8665], [2.7440, 0.9101, -1.7716], [4.3873, 0.5508, -4.7837], [3.4350, -0.7877, -6.6461], [1.1378, -1.6923, -6.4718], [-0.2142, -1.2174, -4.4690], [0.4184, 1.4790, -2.3132], [-1.4144, 0.2084, -3.0214], [-2.7282, -1.4920, -1.2802], [-4.2025, -1.1358, 2.2187], [-4.9572, -0.5300, -1.3243], [-6.5543, -1.8356, -2.6667], [-7.5386, -3.9070, -1.7490], [-6.9324, -4.6640, 0.5240], [-5.3212, -3.3713, 1.8673], [1.0683, 3.3188, 0.6020], [1.7405, 2.2517, 1.4009], [2.8088, 2.4555, 2.2469], [3.3746, 1.3619, 2.9192], [2.9129, 0.0762, 2.7496], [1.8283, -0.0818, 1.8782], [1.2662, 1.0012, 1.3055], [1.1598, -1.1293, 1.3726], [1.2441, -2.8807, 1.4262], [0.2952, -3.4069, -0.0913], [0.3912, -3.4750, 2.9742], [3.0290, -3.4115, 1.3843], [1.5542, 4.2788, 0.7543], [0.0178, 3.4088, 0.8856], [1.1107, 3.0726, -0.4610], [3.2083, 3.4501, 2.3773], [4.2173, 1.5341, 3.5765], [3.3738, -0.7732, 3.2320], [-0.7318, -3.0267, -0.0669], [0.2260, -4.4958, -0.1371], [0.7700, -3.0545, -1.0090], [-0.6822, -3.2755, 2.9315], [0.7881, -2.9784, 3.8622], [0.5287, -4.5503, 3.1083], [3.6095, -2.7658, 0.7228], [3.1169, -4.4339, 1.0105], [3.4836, -3.3911, 2.3767]]
}

=====

# 3
{
  "formula": "C25H29FN4O2",
  "method": "wB97M-V/def2-TZVPD",
  "homo_energy_ha": -0.2988,
  "e_lumo_ev": 0.351,
  "charge": 0,
  "relative_energy_ev": 0.716,
  "molar_mass_g_mol": 436.53,
  "species": ["C", "H", "H", "H", "C", "N", "C", "C", "C", "O", "C", "C", "C", "C", "C", "C", "H", "N", "C", "H", "C", "N", "C", "H", "H", "H", "C", "H", "C", "H", "H", "H", "H", "H", "H", "F", "H", "C", "O", "N", "C", "H", "H", "C", "C", "C", "C", "C", "C", "C", "H", "H", "H", "H", "H", "H", "H", "H", "H", "H", "H"],
  "coordinates": [[-4.2421, 2.2603, -0.3310], [-4.8056, 1.3357, -0.4242], [-4.1768, 2.5381, 0.7176], [-4.7878, 3.0422, -0.8544], [-2.8638, 2.1412, -0.9630], [-1.9868, 1.1391, -0.3697], [-2.3869, 0.3614, 0.6519], [-1.6339, -0.5970, 1.2585], [-0.2800, -0.8507, 0.8148], [0.4766, -1.7015, 1.2895], [0.1391, 0.0167, -0.2862], [1.4400, -0.1148, -0.7825], [1.8885, 0.6674, -1.8065], [1.0657, 1.6263, -2.4413], [-0.2278, 1.7519, -1.9294], [-0.7031, 0.9836, -0.8636], [-0.8836, 2.4659, -2.3930], [1.5504, 2.4392, -3.4369], [2.3446, 1.9128, -4.5293], [2.8920, 1.0241, -4.2307], [1.4418, 1.5761, -5.7205], [0.7309, 2.7645, -6.1552], [-0.0380, 2.5311, -7.3568], [-0.8232, 1.7703, -7.2206], [-0.5074, 3.4643, -7.6648], [0.6322, 2.2004, -8.1484], [-0.0872, 3.2783, -5.0734], [-0.5870, 4.1877, -5.4153], [0.8219, 3.6039, -3.8851], [0.2609, 4.0436, -3.0609], [1.5658, 4.3341, -4.2201], [-0.8609, 2.5476, -4.7696], [2.0565, 1.2176, -6.5486], [0.7432, 0.7679, -5.4301], [3.0604, 2.6833, -4.8299], [3.1835, 0.5231, -2.1865], [2.0924, -0.8391, -0.3197], [-2.2894, -1.3154, 2.3939], [-3.4112, -1.0089, 2.7758], [-1.5583, -2.3088, 2.9223], [-1.9510, -3.0205, 4.1089], [-3.0220, -2.8546, 4.2505], [-1.7620, -4.0881, 3.9597], [-1.1773, -2.5256, 5.3453], [0.2996, -2.7038, 5.1405], [1.0632, -1.6858, 4.5829], [2.4106, -1.8710, 4.3323], [3.0138, -3.0779, 4.6400], [2.2632, -4.0972, 5.2008], [0.9146, -3.9114, 5.4458], [0.3308, -4.7113, 5.8803], [2.7294, -5.0411, 5.4450], [4.0658, -3.2249, 4.4435], [2.9892, -1.0729, 3.8911], [0.5968, -0.7413, 4.3407], [-1.4122, -1.4713, 5.5018], [-1.5144, -3.0919, 6.2151], [-0.6067, -2.4222, 2.5748], [-3.3869, 0.4990, 1.0329], [-2.3616, 3.1131, -0.8890], [-2.9872, 1.8970, -2.0250]]
}

=====

no.,E (hartree)
1,-6569.5089
2,-5585.6012
3,-1439.4650